{"formula": "C4H8N2O2", "method": "ωB97M-V with the def2-TZVPD basis set", "spin_multiplicity": 1, "lumo_energy_ev": 0.62, "charge": 0, "orbital_gap_ev": 8.19, "homo_energy_ha": -0.278, "elements": ["C", "C", "C", "C", "N", "N", "O", "O", "H", "H", "H", "H", "H", "H", "H", "H"], "xyz": [[-3.25, 0.10, -0.18], [-1.12, 0.06, 0.46], [3.50, 0.11, -0.31], [0.22, -0.71, 0.40], [-3.83, -0.93, -0.43], [1.22, -0.08, -0.03], [-0.93, 1.40, 0.13], [2.44, -0.74, 0.06], [-3.38, 1.16, -0.11], [-1.52, -0.03, 1.48], [3.46, 1.06, 0.24], [3.50, 0.31, -1.38], [4.41, -0.42, -0.03], [0.22, -1.72, 0.78], [-4.82, -1.00, -0.68], [-0.12, 1.44, -0.40]]}

---

{"formula": "C4H8N2O2", "method": "ωB97M-V with the def2-TZVPD basis set", "spin_multiplicity": 1, "lumo_energy_ev": -4.72, "charge": 0, "orbital_gap_ev": 5.26, "homo_energy_ha": -0.367, "elements": ["C", "C", "C", "C", "H", "H", "H", "H", "H", "H", "H", "H", "N", "N", "O", "O"], "xyz": [[-2.42, -0.93, -0.20], [-1.55, 0.31, -0.07], [0.89, 0.90, -0.01], [2.21, 0.31, 0.29], [-3.48, -0.72, -0.40], [-2.23, -1.71, 0.48], [-2.06, -1.65, -1.10], [0.42, -0.90, -0.21], [0.00, 2.37, -0.71], [2.88, 1.32, 0.27], [2.00, -0.09, 1.64], [2.31, -2.01, 1.32], [-0.12, 0.04, 0.12], [0.93, 2.11, -0.40], [-2.18, 1.46, -0.13], [2.39, -0.81, -0.88]]}

---

{"formula": "C4H8N2O2", "method": "ωB97M-V with the def2-TZVPD basis set", "spin_multiplicity": 1, "lumo_energy_ev": 0.69, "charge": 0, "orbital_gap_ev": 10.15, "smiles": "O=C(CO)NN1CC1", "homo_energy_ha": -0.348, "elements": ["O", "C", "C", "O", "N", "N", "C", "C", "H", "H", "H", "H", "H", "H", "H", "H"], "xyz": [[2.71, 0.92, -0.54], [1.72, 0.30, -0.18], [1.81, -0.75, 1.03], [0.95, -1.92, 1.07], [0.48, 0.44, -0.79], [-0.68, 0.09, -0.13], [-1.73, 1.02, 0.01], [-2.04, -0.26, -0.79], [2.83, -1.09, 0.87], [1.64, -0.08, 1.84], [0.04, -1.55, 0.68], [0.48, 1.36, -1.37], [-2.27, 1.12, 0.92], [-1.50, 1.91, -0.50], [-2.55, -1.17, -0.25], [-1.89, -0.33, -1.87]]}

---

{"formula": "C4H8N2O2", "method": "ωB97M-V with the def2-TZVPD basis set", "spin_multiplicity": 1, "lumo_energy_ev": 0.79, "charge": 0, "orbital_gap_ev": 10.22, "smiles": "CN(N)C(=O)O.C#C", "homo_energy_ha": -0.347, "elements": ["C", "N", "N", "C", "O", "O", "H", "H", "H", "H", "H", "H", "C", "C", "H", "H"], "xyz": [[0.94, 0.76, -1.38], [-0.35, 0.57, -0.67], [-1.10, 1.75, -0.50], [-0.86, -0.66, -0.64], [-1.99, -0.90, -0.28], [0.01, -1.59, -0.99], [1.44, -0.19, -1.66], [0.69, 1.28, -2.35], [1.57, 1.60, -0.96], [-1.26, 1.90, 0.42], [-2.11, 1.53, -0.81], [-0.65, -2.41, -1.09], [0.35, -0.73, 2.74], [1.41, -1.19, 2.57], [-0.48, -0.07, 2.87], [2.37, -1.66, 2.71]]}

---

{"formula": "C4H8N2O2", "method": "ωB97M-V with the def2-TZVPD basis set", "spin_multiplicity": 3, "lumo_energy_ev": [0.82, -2.72], "charge": 0, "orbital_gap_ev": [7.97, 7.06], "s2": 2.013, "homo_energy_ha": [-0.263, -0.360], "elements": ["C", "C", "C", "C", "N", "N", "O", "O", "H", "H", "H", "H", "H", "H", "H", "H"], "xyz": [[-0.98, -1.97, 0.53], [-1.04, -0.76, 0.06], [1.23, 0.29, -1.20], [0.92, 0.84, 1.13], [0.90, -0.18, 0.08], [-1.87, 0.24, -0.53], [-1.78, 1.22, 0.24], [-2.34, 0.28, -1.67], [-1.82, -2.59, 0.93], [-0.02, -2.34, 0.82], [2.20, 0.85, -1.08], [1.18, -0.44, -1.90], [0.72, 1.19, -1.67], [1.90, 1.45, 1.22], [0.07, 1.48, 0.93], [0.74, 0.45, 2.08]]}

---

{"formula": "C4H8N2O2S", "method": "ωB97M-V with the def2-TZVPD basis set", "spin_multiplicity": 1, "lumo_energy_ev": [6.38, 6.37], "charge": -2, "orbital_gap_ev": [5.07, 4.08], "smiles": "C[C@H]([C@@H](C)N=O)N([O-])[S-]", "homo_energy_ha": [0.048, 0.084], "elements": ["C", "C", "C", "C", "N", "O", "N", "O", "S", "H", "H", "H", "H", "H", "H", "H", "H"], "xyz": [[0.06, -0.87, -1.81], [0.21, -0.79, -0.21], [-0.65, 0.39, 0.23], [-0.62, 0.81, 1.80], [-0.45, 1.53, -0.69], [-0.98, 2.65, -0.29], [1.56, -0.80, 0.17], [2.05, -1.84, 0.87], [2.49, 0.62, -0.14], [-0.60, -1.70, -2.15], [0.99, -0.91, -2.29], [-0.42, 0.07, -2.00], [-0.27, -1.74, 0.21], [-1.71, 0.06, -0.18], [0.24, 0.22, 2.19], [-1.52, 0.47, 2.46], [-0.40, 1.85, 1.84]]}

---

{"formula": "C4H8N2O2S", "method": "ωB97M-V with the def2-TZVPD basis set", "spin_multiplicity": 1, "lumo_energy_ev": 0.34, "charge": 0, "orbital_gap_ev": 8.62, "homo_energy_ha": -0.304, "elements": ["C", "C", "C", "C", "N", "N", "O", "O", "S", "H", "H", "H", "H", "H", "H", "H", "H"], "xyz": [[0.22, -1.22, 0.21], [-0.07, 1.02, -0.11], [-1.58, 0.80, -0.35], [-0.97, -1.26, 0.83], [0.68, -0.11, -0.59], [-1.98, -0.24, 0.55], [3.47, -0.48, -1.06], [3.21, 1.47, 0.33], [3.00, 0.06, 0.20], [0.75, -2.15, -0.01], [0.28, 1.78, -0.68], [0.17, 1.01, 1.01], [-2.10, 1.67, -0.02], [-1.73, 0.30, -1.43], [-1.21, -2.11, 1.40], [0.61, -0.39, -1.50], [-2.75, -0.15, 1.20]]}

---

{"formula": "C4H8N2O3", "method": "ωB97M-V with the def2-TZVPD basis set", "spin_multiplicity": 1, "lumo_energy_ev": 0.50, "charge": 0, "orbital_gap_ev": 9.94, "smiles": "N[C@H]1C(=O)N(O)C[C@@H]1O", "homo_energy_ha": -0.347, "elements": ["N", "C", "C", "O", "N", "O", "C", "C", "O", "H", "H", "H", "H", "H", "H", "H", "H"], "xyz": [[-0.81, 1.12, -1.80], [0.08, 0.69, -0.67], [-0.22, 1.02, 0.76], [-0.61, 2.15, 1.12], [0.08, -0.08, 1.63], [-0.21, 0.08, 3.08], [0.12, -1.37, 0.92], [0.16, -0.88, -0.60], [1.40, -1.33, -1.14], [-0.88, 2.15, -1.72], [-0.31, 1.02, -2.67], [1.10, 1.04, -0.93], [-0.83, 0.87, 3.10], [0.99, -1.90, 1.23], [-0.80, -1.99, 1.01], [-0.63, -1.28, -1.19], [1.37, -1.31, -2.12]]}

---

{"formula": "C4H8N2OP", "method": "ωB97M-V with the def2-TZVPD basis set", "spin_multiplicity": 1, "lumo_energy_ev": -4.24, "charge": 1, "orbital_gap_ev": 9.19, "smiles": "C[N@@H+]1C=CN(P=O)C1", "homo_energy_ha": -0.494, "elements": ["C", "N", "C", "C", "N", "P", "O", "C", "H", "H", "H", "H", "H", "H", "H", "H"], "xyz": [[1.25, 0.69, -0.48], [0.26, -0.06, 0.35], [-0.08, -1.48, 0.11], [-1.38, -1.57, 0.00], [-2.12, -0.52, 0.13], [-3.87, -0.25, -0.17], [-4.18, 1.15, 0.05], [-1.10, 0.59, 0.40], [1.14, 0.43, -1.55], [0.99, 1.80, -0.30], [2.26, 0.38, -0.21], [0.61, -0.13, 1.26], [0.73, -2.20, 0.02], [-2.01, -2.40, -0.26], [-1.26, 1.39, -0.37], [-1.52, 1.12, 1.28]]}

---

{"formula": "C4H8N2OS", "method": "ωB97M-V with the def2-TZVPD basis set", "spin_multiplicity": 1, "lumo_energy_ev": 0.62, "charge": 0, "orbital_gap_ev": 9.03, "smiles": "ON(C=S)C1CNC1", "homo_energy_ha": -0.309, "elements": ["O", "N", "C", "S", "C", "C", "N", "C", "H", "H", "H", "H", "H", "H", "H", "H"], "xyz": [[0.05, -1.50, -1.18], [-0.43, -0.46, -0.31], [-1.46, 0.20, -0.83], [-2.31, 1.39, -0.17], [0.48, -0.04, 0.75], [1.45, -1.09, 1.28], [2.49, -0.56, 0.39], [1.78, 0.71, 0.27], [0.82, -1.14, -1.64], [-1.86, -0.36, -1.66], [-0.13, 0.42, 1.55], [1.19, -2.14, 1.14], [1.54, -0.81, 2.36], [3.39, -0.45, 0.85], [2.05, 1.53, 0.95], [1.71, 1.13, -0.72]]}

---

Table of total energy (eV), in record order: -11347.0042, -11342.0262, -11349.6502, -11349.5182, -11343.2076, -22180.9488, -22185.8744, -13398.0532, -18585.9886, -20137.5327